[1]
C2H2BO3 | ωB97M-V with the def2-TZVPD basis set

Cartesian coordinates (Å):
B1 -0.1530 0.1889 -0.1018
C1 -0.5543 1.3043 0.8555
C2 -0.6286 2.5854 1.7253
O1 -1.4613 0.9695 -0.0528
O2 -0.9510 3.2867 2.7014
O3 0.0458 2.9161 0.6787
H1 0.4669 0.5552 -1.0314
H2 -0.1732 -0.8570 0.2271

Cartesian forces (eV/Å) of the 2 atoms listed first:
B 0.25 2.01 -0.87
C -1.18 2.22 1.16

Results
- charge = -1
- energy above the lowest of the compared OMol25 structures with the same formula, charge and spin (kcal/mol) = 36.4
- F_max (eV Å⁻¹) = 3.18
- highest occupied orbital energy (eV) = -4.96

Listed below, in e, are the Löwdin charges computed for each atom: number 1, B, carries -0.380; number 2, C, carries -0.183; number 3, C, carries -0.508; number 4, O, carries 0.001; number 5, O, carries -0.010; number 6, O, carries 0.043; number 7, H, carries 0.041; number 8, H, carries -0.004

---

[2]
C2H2Br2I2 | ωB97M-V with the def2-TZVPD basis set

Cartesian coordinates (Å):
Br1 -0.2253 1.0389 -2.0494
C1 0.7230 0.0176 -0.7749
C2 1.0025 0.3999 0.4560
I1 0.5196 2.1800 1.3340
H1 0.9762 -0.9091 -1.1958
H2 1.4571 -0.3348 0.9373
Br2 -1.6542 -2.1002 1.2029
I2 -2.7990 -0.2923 0.0899

Cartesian forces (eV/Å) of the 2 atoms listed first:
Br 0.31 0.23 -0.17
C -0.84 1.70 -0.32

Results
- charge = 0
- energy above the lowest of the compared OMol25 structures with the same formula, charge and spin (kcal/mol) = 9.9
- F_max (eV Å⁻¹) = 4.50
- highest occupied orbital energy (eV) = -9.04
- SMILES string = Br/C=C\I.BrI

Listed below, in e, are the Löwdin charges computed for each atom: number 1, Br, carries 0.568; number 2, C, carries -0.749; number 3, C, carries -0.806; number 4, I, carries 0.842; number 5, H, carries 0.032; number 6, H, carries -0.017; number 7, Br, carries -0.144; number 8, I, carries 0.273